(1)
{
  "formula": "C6H8CsNaO6",
  "method": "ωB97M-V with the def2-TZVPD basis set",
  "symbols": ["H", "H", "O", "C", "H", "H", "Cs", "C", "H", "O", "C", "O", "H", "H", "Na", "O", "H", "C", "C", "C", "O", "O"],
  "coordinates": [[1.199, 4.420, -1.261], [-3.551, -4.075, 1.106], [1.251, 6.037, 0.890], [-3.093, -4.614, 0.270], [-1.918, -6.481, 0.165], [3.434, 2.789, -1.761], [0.971, -0.064, -4.438], [2.458, 2.652, -1.256], [2.604, 1.914, -0.441], [-2.442, -3.646, -0.578], [-1.128, -3.772, -0.487], [1.474, 3.801, 0.695], [-3.858, -5.126, -0.321], [-1.886, -5.687, 1.778], [0.554, 6.924, 2.877], [-0.333, -3.011, -1.003], [2.825, 4.689, -0.611], [1.176, 4.893, 1.414], [2.011, 3.951, -0.684], [-1.936, -5.524, 0.698], [0.963, 4.700, 2.644], [-0.774, -4.770, 0.302]],
  "max_force_ha_per_bohr": 0.060,
  "homo_energy_ev": [-3.97, -3.98],
  "e_above_lowest_ev": 0.000
}


(2)
{
  "formula": "C16H32Cl2NO2Si2TeTi",
  "method": "ωB97M-V with the def2-TZVPD basis set",
  "symbols": ["H", "H", "C", "H", "H", "H", "Te", "Cl", "N", "H", "H", "C", "Ti", "H", "H", "Si", "C", "H", "C", "H", "H", "Si", "H", "C", "C", "C", "H", "H", "C", "H", "H", "C", "H", "H", "H", "C", "C", "H", "C", "O", "C", "H", "H", "H", "H", "H", "H", "C", "C", "H", "Cl", "O", "H", "H", "H", "H", "C"],
  "coordinates": [[1.089, -4.703, 2.663], [-1.146, 0.423, -1.729], [1.797, 4.959, 0.168], [-4.415, 0.312, 1.911], [1.462, 6.513, 1.603], [5.665, -0.878, 0.962], [-0.004, -0.473, 0.505], [3.327, -1.326, 0.811], [2.018, 2.275, -0.580], [-1.086, -6.148, 0.715], [1.966, -4.192, 1.235], [2.182, 3.973, 1.095], [2.238, 0.303, -0.879], [2.703, 6.845, 0.402], [-1.529, -2.305, 2.721], [-0.486, -3.796, 1.006], [1.634, 3.214, -1.485], [-3.834, 2.649, -0.757], [-4.126, 1.666, -1.129], [-1.975, -3.982, 2.922], [1.423, 2.865, -2.486], [-3.253, 0.292, -0.246], [1.909, -0.897, -4.104], [2.024, -0.551, -3.074], [-3.370, 0.399, 1.606], [-0.182, -2.424, -0.348], [-5.203, 1.566, -0.971], [1.212, 5.248, -1.895], [-1.812, -3.206, 2.168], [-2.834, -0.403, 2.122], [-2.774, -3.035, 1.683], [-3.691, -1.385, -0.916], [-0.986, -2.323, -1.078], [-1.862, -5.167, -0.522], [-1.148, 1.680, -0.460], [2.286, 2.671, 0.698], [1.717, 6.390, 0.552], [1.011, 6.937, -0.070], [4.953, -0.948, 0.146], [1.400, 0.485, -2.630], [-1.368, 0.633, -0.683], [1.397, -2.999, 2.439], [-0.150, -5.590, -0.669], [0.749, -2.641, -0.877], [-4.767, -1.535, -0.795], [-3.009, 1.358, 1.985], [2.404, 4.237, 2.121], [1.518, 4.535, -1.141], [1.145, -3.921, 1.903], [-3.203, -2.211, -0.395], [4.786, 0.654, -0.636], [2.767, -1.118, -2.226], [-3.483, -1.467, -1.985], [5.206, -1.690, -0.605], [-3.956, 1.636, -2.207], [2.596, 1.901, 1.402], [-0.934, -5.305, 0.036]],
  "total_charge": 3,
  "max_force_ha_per_bohr": 0.002,
  "homo_energy_ev": [-18.34, -18.34],
  "e_above_lowest_ev": 0.000
}


(3)
{
  "formula": "C2H6F2N2",
  "method": "ωB97M-V with the def2-TZVPD basis set",
  "symbols": ["H", "N", "C", "H", "N", "H", "H", "F", "H", "C", "F", "H"],
  "coordinates": [[-0.995, 1.033, -0.131], [-0.231, -0.353, 1.224], [-0.310, -0.768, -1.186], [-1.083, -1.424, -0.754], [1.166, 1.116, -0.145], [-0.153, 0.290, 2.037], [-0.485, -0.341, -2.224], [1.042, 1.969, 0.894], [2.063, 0.578, 0.158], [-0.203, 0.312, -0.091], [-1.464, -1.067, 1.293], [0.653, -1.345, -1.075]],
  "smiles": "CC(NF)NF",
  "max_force_ha_per_bohr": 0.069,
  "homo_energy_ev": -9.99,
  "e_above_lowest_ev": 4.376
}


(4)
{
  "formula": "C42H51AsN6O5PbS5Si",
  "method": "ωB97M-V with the def2-TZVPD basis set",
  "symbols": ["C", "H", "C", "C", "H", "As", "H", "C", "C", "S", "H", "C", "C", "C", "H", "H", "H", "N", "C", "H", "N", "C", "H", "C", "C", "C", "O", "H", "H", "C", "H", "H", "C", "H", "H", "N", "H", "H", "O", "S", "C", "H", "N", "S", "H", "C", "C", "H", "C", "S", "H", "H", "C", "C", "H", "C", "H", "C", "N", "C", "S", "C", "H", "C", "O", "C", "N", "H", "H", "C", "H", "H", "Si", "H", "C", "H", "H", "H", "H", "C", "H", "H", "Pb", "H", "H", "C", "H", "C", "C", "H", "C", "H", "O", "H", "C", "H", "H", "C", "H", "C", "H", "H", "C", "C", "H", "C", "C", "H", "O", "H", "C", "H"],
  "coordinates": [[-3.939, -1.533, -4.137], [-2.243, 2.259, -4.693], [2.818, 2.942, 3.980], [-1.618, -5.244, -2.464], [0.882, -3.207, -1.247], [-1.102, 2.436, 1.155], [0.130, -3.515, -3.944], [-0.703, -3.095, -3.387], [0.489, 3.747, -3.419], [3.676, 1.098, -4.045], [0.857, -4.667, 2.445], [-4.041, -0.890, -2.747], [3.026, -1.746, 5.301], [4.012, 4.231, -0.564], [-2.514, 1.064, -0.433], [-1.122, 0.276, -3.730], [-1.012, -5.782, -3.187], [4.073, -0.248, 6.675], [0.384, -4.156, -1.422], [-2.631, -3.727, 2.802], [1.841, 1.229, 2.638], [5.385, 0.946, -3.620], [-1.725, -5.851, -1.570], [-0.677, 3.608, -4.127], [-0.674, 1.254, -3.653], [-2.275, -1.037, 2.399], [-1.834, -3.238, -1.235], [-3.275, 2.653, -0.190], [3.490, 4.792, -1.323], [-2.330, 2.129, -0.330], [-5.222, -2.600, 1.512], [-5.081, -1.261, -0.907], [0.534, 1.370, -2.972], [-3.264, -4.128, 1.194], [-6.042, -1.594, -2.370], [3.469, -2.562, 6.245], [-1.436, 4.834, 0.269], [3.945, 1.191, 0.917], [-0.699, -0.869, -0.565], [1.337, -0.159, -2.600], [-1.294, 2.360, -4.191], [3.013, 3.994, 4.110], [2.123, 3.023, -1.965], [5.624, 0.133, -2.063], [0.394, -2.740, 0.901], [-4.520, 0.560, -2.907], [5.703, 4.063, 1.131], [-3.623, -2.568, -4.043], [-0.577, 4.276, 0.639], [3.512, -1.017, -0.269], [-4.967, -0.931, 2.029], [1.019, -4.777, -2.049], [-4.593, -1.948, 2.113], [-2.631, -3.442, 1.751], [2.148, -4.199, 4.551], [-2.445, 2.997, 2.525], [-4.641, -2.265, 3.153], [3.260, 2.008, 4.892], [2.540, 2.320, -0.981], [1.191, -3.671, 2.692], [4.266, -1.699, 7.352], [5.048, 4.793, 0.149], [0.973, 4.707, -3.318], [-0.960, -3.904, -2.115], [-2.755, -0.847, -2.162], [-5.056, -1.668, -1.913], [1.283, -1.368, 2.092], [-0.151, 4.814, 1.484], [-0.469, -2.074, -3.104], [2.285, -2.107, 4.129], [-3.093, 2.154, 2.757], [5.795, 2.199, 2.175], [-2.035, -1.635, -0.914], [0.171, 4.227, -0.152], [3.928, -0.187, -1.708], [5.349, 5.811, -0.053], [-1.626, -3.512, 1.351], [-3.215, -0.999, -4.748], [3.811, 2.287, 5.777], [3.047, 0.270, -2.634], [1.716, 3.196, 2.143], [-4.911, -1.508, -4.626], [1.087, 0.300, 0.204], [-2.685, -0.036, 2.297], [-3.056, 3.821, 2.158], [3.383, -0.386, 5.553], [-3.723, 1.152, -3.343], [3.599, 2.920, -0.296], [1.082, 2.654, -2.748], [-1.944, 3.308, 3.443], [2.099, 2.496, 2.873], [-4.764, -2.714, -1.846], [-3.181, -1.610, 0.258], [-1.273, -1.027, 1.984], [2.981, 0.658, 4.662], [-2.239, -1.307, 3.452], [0.226, -4.663, -0.474], [0.924, -2.607, 1.832], [-5.390, 0.599, -3.556], [-3.148, -2.010, 1.598], [6.523, 4.507, 1.678], [-2.605, -5.073, -2.885], [1.895, -3.420, 3.849], [5.297, 2.768, 1.404], [-1.115, 4.458, -4.631], [4.251, 2.199, 0.705], [1.936, -1.086, 3.222], [-1.584, -3.082, -4.021], [6.276, 1.350, -4.306], [-4.773, 0.984, -1.941], [2.263, 0.302, 3.500], [-1.868, 2.473, -1.254]],
  "max_force_ha_per_bohr": 0.062,
  "homo_energy_ev": -7.02,
  "e_above_lowest_ev": 0.077
}


(5)
{
  "formula": "C26H37AsBrO7Ru",
  "method": "ωB97M-V with the def2-TZVPD basis set",
  "symbols": ["C", "C", "H", "H", "H", "Br", "H", "H", "H", "H", "C", "C", "H", "H", "C", "O", "H", "H", "H", "C", "H", "C", "C", "H", "C", "H", "Ru", "C", "C", "H", "C", "H", "C", "H", "C", "C", "C", "C", "C", "H", "O", "H", "H", "H", "H", "H", "C", "C", "H", "H", "C", "H", "H", "As", "H", "C", "C", "H", "H", "C", "H", "H", "H", "O", "H", "C", "H", "O", "O", "C", "O", "O", "H"],
  "coordinates": [[1.284, -6.322, 0.797], [2.870, -1.512, -1.270], [-0.765, 0.503, 4.064], [0.911, 2.050, 2.904], [-2.224, -7.891, 0.293], [-0.317, -10.099, 0.540], [3.880, -1.381, -1.659], [4.438, 0.103, 0.565], [-2.745, 7.288, -0.905], [3.056, 1.534, 2.091], [-2.327, -0.517, 1.303], [0.032, 0.154, 3.409], [-0.475, -2.312, -1.814], [-2.563, 0.526, 1.503], [-1.112, -6.068, 0.466], [-0.675, -3.250, 0.578], [0.564, 5.700, -0.345], [-0.265, 4.763, 0.920], [0.873, -0.152, 4.031], [-1.818, -1.253, 2.531], [-1.932, -2.326, 2.413], [-1.721, -0.681, -1.077], [-1.009, 5.045, -2.760], [-1.978, -5.429, 0.352], [2.691, 0.569, 1.739], [-0.659, -0.941, -2.928], [0.691, -1.555, 0.811], [0.157, -5.503, 0.646], [-2.373, 6.314, -1.194], [2.795, 3.660, -1.712], [3.356, 0.172, 0.455], [-1.261, 7.111, -2.932], [0.304, -4.076, 0.684], [-0.430, 1.599, 1.846], [-1.487, 6.215, -2.369], [-1.258, 3.791, -1.979], [1.143, -7.692, 0.765], [1.842, 3.806, -2.225], [-2.750, 2.806, -0.257], [-1.461, 2.945, -2.634], [1.460, -3.498, 0.821], [-2.343, -0.936, 3.430], [-3.452, 5.329, 0.306], [2.001, -8.339, 0.881], [1.501, 4.679, 0.763], [-3.489, 2.880, 0.530], [-1.254, -7.437, 0.433], [1.861, -0.713, -2.068], [2.260, -5.879, 0.941], [2.188, 0.312, -2.244], [-0.125, -8.243, 0.583], [-2.569, -1.363, -1.152], [2.872, -0.181, 2.518], [0.408, 3.240, -1.003], [1.689, -1.186, -3.034], [-2.759, 5.239, -0.521], [-0.551, -1.224, -1.881], [-0.394, 4.975, -3.648], [-2.422, 1.814, -0.558], [-2.300, 3.889, -0.886], [2.636, -2.576, -1.273], [3.104, 0.886, -0.330], [1.753, 4.859, -2.484], [1.289, 0.642, 1.410], [-3.227, -1.016, 0.943], [0.561, 4.764, 0.213], [-2.015, 0.309, -1.425], [-0.393, -1.045, 2.713], [0.631, -0.608, -1.310], [0.423, 1.212, 2.405], [-1.288, -0.557, 0.298], [2.818, -1.131, 0.122], [1.847, 3.208, -3.136]],
  "total_charge": 2,
  "spin_multiplicity": 6,
  "max_force_ha_per_bohr": 0.019,
  "homo_energy_ev": [-12.11, -12.11],
  "s_squared": 8.76,
  "e_above_lowest_ev": 1.091
}


(6)
{
  "formula": "C31H40IN5O7P2S2W",
  "method": "ωB97M-V with the def2-TZVPD basis set",
  "symbols": ["H", "O", "H", "H", "H", "H", "H", "H", "I", "O", "C", "C", "C", "C", "N", "H", "W", "C", "H", "C", "C", "H", "C", "C", "H", "N", "O", "C", "C", "H", "C", "H", "N", "H", "H", "H", "H", "P", "H", "H", "O", "C", "C", "C", "H", "O", "C", "C", "H", "C", "N", "C", "C", "H", "H", "C", "C", "C", "H", "H", "H", "H", "H", "C", "C", "H", "N", "C", "P", "C", "S", "H", "H", "O", "C", "H", "O", "H", "H", "H", "C", "H", "C", "H", "H", "C", "S", "H", "H"],
  "coordinates": [[-1.452, -0.619, 4.939], [-0.196, -3.260, -2.131], [-3.675, -2.782, 0.549], [1.649, -4.977, 1.580], [3.690, 2.411, 0.247], [-2.212, 3.569, -5.251], [3.963, -4.272, 0.869], [4.590, -0.760, 2.998], [-2.075, 1.092, -3.599], [0.281, -0.725, -1.903], [0.438, -4.953, -3.690], [-3.953, -1.860, 1.041], [-2.827, 4.646, 0.688], [4.434, 2.053, 0.957], [2.865, -0.949, -4.759], [0.848, -5.164, -4.677], [-0.377, 1.298, -0.496], [-0.426, -2.707, -4.478], [3.747, 0.029, 0.789], [0.408, -3.459, -3.469], [1.235, -0.030, 4.851], [1.017, -3.337, 1.776], [-2.914, 5.465, -0.397], [-5.296, -0.622, 2.578], [5.381, 1.915, 0.432], [2.472, 1.288, -3.774], [-0.782, 0.996, 1.178], [-2.530, 5.345, -4.069], [-2.260, 3.976, -4.251], [1.063, -5.450, -2.948], [-3.349, -0.651, 0.714], [0.535, -1.924, 4.145], [0.779, 1.894, -2.134], [-6.069, -0.560, 3.330], [0.869, -0.175, 5.868], [-1.234, 0.506, 3.585], [-0.569, -5.369, -3.638], [1.320, 0.577, 1.791], [2.287, -0.311, 4.814], [-0.010, -2.855, -5.475], [2.761, 1.002, 2.329], [-1.069, -0.517, 3.922], [3.992, 0.746, 1.575], [4.983, 0.155, 2.553], [-4.914, 1.496, 2.540], [1.649, -2.413, -0.611], [3.514, -3.365, 0.465], [1.188, -4.139, 1.056], [-3.013, 6.846, -2.635], [-4.651, 0.523, 2.142], [0.731, 2.860, 0.249], [0.407, -0.867, 3.897], [-2.106, 3.150, -3.172], [1.415, -3.047, -3.444], [2.155, -4.379, -0.862], [-2.733, 5.814, -2.806], [-2.292, 3.354, 0.547], [1.597, 1.523, -2.896], [5.913, -0.085, 2.037], [3.471, -2.611, 1.253], [-1.641, -1.181, 3.272], [0.234, -4.488, 0.658], [-3.101, 5.002, 1.673], [-2.173, 3.614, -1.830], [1.233, 3.884, 0.548], [-2.133, 2.776, 1.447], [-3.679, 0.515, 1.230], [-4.940, -1.837, 2.011], [0.264, -2.060, -1.230], [-2.597, 4.966, -1.681], [-2.109, -0.665, -0.585], [4.141, -2.993, -0.343], [5.204, 0.865, 3.351], [1.427, 0.231, 0.321], [2.119, -3.660, -0.039], [-3.243, 6.493, -0.306], [0.911, -0.796, 2.537], [4.568, 2.813, 1.727], [-1.456, -3.067, -4.467], [1.156, 1.034, 4.617], [-1.016, -1.976, 0.049], [-0.556, -1.619, 0.971], [2.635, 0.071, -4.267], [-1.503, -2.933, 0.209], [-5.436, -2.752, 2.308], [-1.882, 2.826, -0.666], [1.945, 5.249, 0.961], [-0.410, -1.639, -4.263], [-2.627, 5.993, -4.930]],
  "spin_multiplicity": 3,
  "max_force_ha_per_bohr": 0.022,
  "homo_energy_ev": [-7.29, -7.58],
  "s_squared": 2.02,
  "e_above_lowest_ev": 2.978
}